No. 1
Density functional theory data (the ωB97M-V functional and the def2-TZVPD basis) for a cluster of 2 separate species, C2H8N3S in total.

The expectation value of S² is 2.010. The value obtained for the max |F| is 0.085 Eh/bohr. The spin multiplicity is 3. The calculation puts the total energy at -643.0028 hartree. Its net charge is +1. As for the HOMO-LUMO gap (spin up / spin down): 6.509 / 7.864 eV.

Structure (XYZ):
```
14
Properties=species:S:1:pos:R:3:forces:R:3
S 2.44758 -1.43987 0.93135 -0.979 2.513 0.037
N -0.79183 0.55835 -0.20874 0.554 -1.130 -0.671
N -0.18522 -2.00152 0.69610 -2.327 -2.097 -0.592
N -0.85479 1.58527 0.56011 -1.916 -1.312 3.685
C 0.75283 -1.17710 0.72639 2.317 0.525 0.720
C -0.38545 0.89927 -1.54002 -0.824 -0.131 0.598
H 0.41605 0.24266 -1.75051 1.680 -0.179 -0.529
H 2.65881 -0.03070 1.17644 -0.085 -2.004 -0.338
H -1.19115 0.29207 -1.99285 -0.058 1.682 -1.602
H -1.16781 -1.65935 0.52061 1.392 -0.327 0.149
H -0.01368 -3.03842 0.70490 -0.322 1.165 0.157
H -0.11923 2.02907 -1.66885 -0.998 -2.150 -0.466
H -1.17252 1.34297 1.51418 0.581 1.038 -0.848
H -0.39360 2.39729 0.33092 0.985 2.407 -0.299
```
Forces are in eV/Å.

***

No. 2
Density functional theory data (the ωB97M-V functional and the def2-TZVPD basis) for a cluster of 2 separate species, C2H8N4 in total.

The value obtained for the max |F| is 0.064 Eh/bohr. The calculation puts the total energy at -299.9864 hartree. The SMILES is [H]/N=C/N.[H]/N=C/N. As for the HOMO-LUMO gap: 9.884 eV.

Structure (XYZ):
```
14
Properties=species:S:1:pos:R:3:forces:R:3
N -0.76789 1.59462 -0.87841 1.603 -0.262 -0.121
N -0.53675 0.25178 1.48322 -0.803 0.444 -0.017
N 0.58879 -1.63297 0.83215 1.294 1.276 1.157
N 0.17350 -0.40983 -1.60606 0.967 -0.238 -0.192
C -0.04944 -0.96500 1.75414 -0.494 -0.628 -1.008
C 0.14520 0.92957 -1.54203 -2.552 1.530 -1.358
H 0.86931 -0.74079 -2.26328 -0.065 -0.129 0.272
H 1.42075 -2.03036 1.27654 -0.645 -1.186 -0.285
H -0.33078 0.76079 0.60623 0.031 -0.633 0.331
H -0.58808 2.57877 -1.05525 -0.227 0.059 0.092
H -0.30637 -1.43837 2.71210 0.287 0.562 0.186
H 0.20091 -0.93386 -0.70404 -0.015 -0.127 -0.174
H 0.65331 1.48905 -2.34019 0.562 -0.413 0.288
H -1.47246 0.54660 1.72487 0.056 -0.255 0.828
```
Forces are in eV/Å.

***

No. 3
Density functional theory data (the ωB97M-V functional and the def2-TZVPD basis) for an isolated molecule of C2H8N4.

The value obtained for the max |F| is 0.036 Eh/bohr. The calculation puts the total energy at -300.0120 hartree. The SMILES is [H]/N=C/NC(N)N. As for the HOMO-LUMO gap: 10.291 eV.

Structure (XYZ):
```
14
Properties=species:S:1:pos:R:3:forces:R:3
N 1.96675 0.69890 -0.17961 0.075 0.166 0.002
N -2.47445 0.04006 0.49393 -0.162 0.302 0.166
N -0.37276 0.89870 0.09835 0.378 0.063 0.047
N 0.75477 -0.98985 0.90906 0.115 -0.189 0.307
C 0.72491 -0.01016 -0.14565 -0.852 -0.501 -1.567
C -1.56054 0.33327 -0.33292 -0.831 0.213 0.065
H -1.61628 0.21743 -1.42773 -0.052 -0.099 0.316
H 2.75179 0.07479 -0.30364 0.054 0.069 -0.065
H -3.35718 -0.23796 0.07636 0.186 -0.123 -0.283
H -0.40296 1.15889 1.08003 -0.112 -0.066 0.012
H 1.95851 1.41037 -0.90087 0.052 -0.161 0.005
H -0.17165 -1.38007 1.05291 0.162 -0.069 -0.046
H 1.41913 -1.73328 0.73554 -0.086 -0.049 -0.018
H 0.37995 -0.48110 -1.15576 1.073 0.442 1.059
```
Forces are in eV/Å.

***

No. 4
Density functional theory data (the ωB97M-V functional and the def2-TZVPD basis) for a cluster of 2 separate species, C2H8N4 in total.

The value obtained for the max |F| is 0.060 Eh/bohr. The calculation puts the total energy at -299.9874 hartree. The SMILES is [H]/N=C/N.[H]/N=C/N. As for the HOMO-LUMO gap: 8.934 eV.

Structure (XYZ):
```
14
Properties=species:S:1:pos:R:3:forces:R:3
N 1.39105 0.19036 0.21841 0.525 0.761 2.942
N -0.70308 1.18431 -1.38792 -0.651 -0.109 -0.804
N -1.48885 -1.00403 -1.29785 -0.775 0.518 0.580
N 2.29368 -0.66798 2.20280 0.173 -0.817 -0.985
C 1.49268 0.10986 1.58339 -1.242 -1.033 -0.168
C -1.63511 0.33241 -1.16285 0.082 0.897 -0.253
H 2.15287 -0.31875 -0.19872 -0.335 0.315 -1.024
H -0.76194 -1.40356 -1.85739 0.307 -0.095 0.292
H -2.12468 -1.54351 -0.74143 0.152 -0.596 -0.363
H 0.65701 0.82817 -0.09896 1.007 -0.450 -1.160
H -2.63834 0.69039 -0.87032 0.182 -0.545 -0.006
H 1.82407 -1.11588 2.98226 0.488 0.911 0.760
H -1.14546 2.09470 -1.49382 0.297 0.132 0.430
H 0.68610 0.62349 2.12240 -0.213 0.111 -0.241
```
Forces are in eV/Å.

***

No. 5
Density functional theory data (the ωB97M-V functional and the def2-TZVPD basis) for a cluster of 2 separate species, C2H8N4 in total.

The value obtained for the max |F| is 0.072 Eh/bohr. The calculation puts the total energy at -299.9901 hartree. The SMILES is [H]/N=C/N.[H]/N=C\N. As for the HOMO-LUMO gap: 9.672 eV.

Structure (XYZ):
```
14
Properties=species:S:1:pos:R:3:forces:R:3
N -1.54562 -2.19359 0.69637 -1.518 0.013 -0.207
N 1.02816 1.32959 -0.61956 0.750 1.156 3.098
N 3.41733 1.54388 -0.32747 0.136 -0.427 -0.786
N -1.73600 0.03015 -0.12998 1.120 -1.360 0.922
C -2.20586 -1.01447 0.45873 1.971 0.753 -0.952
C 2.38656 0.96923 -0.78133 -1.734 -0.427 0.658
H -2.19248 -2.98895 0.81605 1.293 0.512 -0.082
H 0.34192 0.56026 -0.77818 0.563 1.027 0.582
H 3.17572 2.43316 0.08280 -0.131 0.410 0.383
H 2.38916 -0.00200 -1.25656 0.909 -0.195 -0.521
H -0.56849 -2.30679 0.46255 -0.380 -0.117 -0.171
H -2.27006 0.82521 0.16660 -0.681 0.455 -0.545
H 0.96690 1.80032 0.40590 -0.511 -1.454 -3.389
H -3.18722 -0.98599 0.80407 -1.787 -0.344 1.011
```
Forces are in eV/Å.

***

No. 6
Density functional theory data (the ωB97M-V functional and the def2-TZVPD basis) for an isolated molecule of C2H8N4.

The value obtained for the max |F| is 0.078 Eh/bohr. The calculation puts the total energy at -299.9654 hartree. The SMILES is [H]/N=C(/N)N(C)N. As for the HOMO-LUMO gap: 9.259 eV.

Structure (XYZ):
```
14
Properties=species:S:1:pos:R:3:forces:R:3
N 0.54129 0.11317 -0.43523 -1.076 -0.101 -0.824
N -1.77619 -0.59407 -0.19640 -1.437 -0.657 -0.443
N -0.87693 0.95063 1.09338 -2.239 2.203 2.466
N 1.49634 0.66364 0.46008 1.372 2.039 -1.142
C -0.77119 0.09181 0.11174 1.949 -0.150 -0.573
C 0.93498 -1.17437 -0.98140 -1.829 1.530 -3.082
H -0.10884 1.36076 1.56570 0.460 0.060 0.128
H -1.82654 1.08960 1.45283 0.911 -0.178 -0.215
H 1.90904 1.53934 -0.00310 -1.376 -0.891 0.759
H 1.94627 -1.11254 -1.43982 -0.804 -0.379 0.411
H 2.28580 0.11065 0.24116 1.247 -1.218 0.706
H 0.11039 -1.39068 -1.77879 1.975 0.257 0.885
H -1.71300 -1.15284 -1.01450 0.276 -0.471 -0.605
H 0.72260 -1.88254 -0.25822 0.572 -2.043 1.530
```
Forces are in eV/Å.

***

Repeat the first record exactly.
Density functional theory data (the ωB97M-V functional and the def2-TZVPD basis) for a cluster of 2 separate species, C2H8N3S in total.

The expectation value of S² is 2.010. The value obtained for the max |F| is 0.085 Eh/bohr. The spin multiplicity is 3. The calculation puts the total energy at -643.0028 hartree. Its net charge is +1. As for the HOMO-LUMO gap (spin up / spin down): 6.509 / 7.864 eV.

Structure (XYZ):
```
14
Properties=species:S:1:pos:R:3:forces:R:3
S 2.44758 -1.43987 0.93135 -0.979 2.513 0.037
N -0.79183 0.55835 -0.20874 0.554 -1.130 -0.671
N -0.18522 -2.00152 0.69610 -2.327 -2.097 -0.592
N -0.85479 1.58527 0.56011 -1.916 -1.312 3.685
C 0.75283 -1.17710 0.72639 2.317 0.525 0.720
C -0.38545 0.89927 -1.54002 -0.824 -0.131 0.598
H 0.41605 0.24266 -1.75051 1.680 -0.179 -0.529
H 2.65881 -0.03070 1.17644 -0.085 -2.004 -0.338
H -1.19115 0.29207 -1.99285 -0.058 1.682 -1.602
H -1.16781 -1.65935 0.52061 1.392 -0.327 0.149
H -0.01368 -3.03842 0.70490 -0.322 1.165 0.157
H -0.11923 2.02907 -1.66885 -0.998 -2.150 -0.466
H -1.17252 1.34297 1.51418 0.581 1.038 -0.848
H -0.39360 2.39729 0.33092 0.985 2.407 -0.299
```
Forces are in eV/Å.